Record 1
{
  "formula": "C78H195N13",
  "method": "wB97M-V/def2-TZVPD",
  "species": ["C", "C", "N", "C", "C", "C", "C", "H", "H", "H", "H", "H", "H", "H", "H", "H", "H", "H", "H", "H", "H", "H", "C", "C", "N", "C", "C", "C", "C", "H", "H", "H", "H", "H", "H", "H", "H", "H", "H", "H", "H", "H", "H", "H", "C", "C", "N", "C", "C", "C", "C", "H", "H", "H", "H", "H", "H", "H", "H", "H", "H", "H", "H", "H", "H", "H", "C", "C", "N", "C", "C", "C", "C", "H", "H", "H", "H", "H", "H", "H", "H", "H", "H", "H", "H", "H", "H", "H", "C", "C", "N", "C", "C", "C", "C", "H", "H", "H", "H", "H", "H", "H", "H", "H", "H", "H", "H", "H", "H", "H", "C", "C", "N", "C", "C", "C", "C", "H", "H", "H", "H", "H", "H", "H", "H", "H", "H", "H", "H", "H", "H", "H", "C", "C", "N", "C", "C", "C", "C", "H", "H", "H", "H", "H", "H", "H", "H", "H", "H", "H", "H", "H", "H", "H", "C", "C", "N", "C", "C", "C", "C", "H", "H", "H", "H", "H", "H", "H", "H", "H", "H", "H", "H", "H", "H", "H", "C", "C", "N", "C", "C", "C", "C", "H", "H", "H", "H", "H", "H", "H", "H", "H", "H", "H", "H", "H", "H", "H", "C", "C", "N", "C", "C", "C", "C", "H", "H", "H", "H", "H", "H", "H", "H", "H", "H", "H", "H", "H", "H", "H", "C", "C", "N", "C", "C", "C", "C", "H", "H", "H", "H", "H", "H", "H", "H", "H", "H", "H", "H", "H", "H", "H", "C", "C", "N", "C", "C", "C", "C", "H", "H", "H", "H", "H", "H", "H", "H", "H", "H", "H", "H", "H", "H", "H", "C", "C", "N", "C", "C", "C", "C", "H", "H", "H", "H", "H", "H", "H", "H", "H", "H", "H", "H", "H", "H", "H"],
  "xyz": [[-8.515, -5.509, -3.335], [-9.296, -4.875, -2.131], [-10.740, -4.673, -2.415], [-10.999, -3.519, -3.275], [-12.419, -3.314, -3.786], [-11.445, -4.583, -1.150], [-11.584, -6.049, -0.636], [-8.509, -4.853, -4.205], [-9.045, -6.381, -3.718], [-7.457, -5.757, -3.256], [-9.206, -5.539, -1.271], [-8.811, -3.925, -1.905], [-10.614, -2.511, -3.118], [-10.421, -3.689, -4.183], [-13.216, -3.136, -3.064], [-12.520, -2.712, -4.689], [-12.817, -4.269, -4.131], [-12.482, -4.251, -1.208], [-10.872, -3.969, -0.456], [-11.861, -6.634, -1.513], [-12.368, -6.104, 0.119], [-10.691, -6.452, -0.158], [-7.501, -7.459, -7.676], [-6.879, -8.142, -6.432], [-5.403, -8.074, -6.225], [-5.067, -6.657, -6.087], [-3.589, -6.488, -5.505], [-4.608, -8.710, -7.301], [-4.992, -10.121, -7.751], [-8.567, -7.681, -7.708], [-7.081, -7.788, -8.627], [-7.418, -6.373, -7.711], [-7.270, -7.766, -5.487], [-7.229, -9.174, -6.479], [-5.225, -6.206, -7.067], [-5.799, -6.227, -5.403], [-2.790, -6.794, -6.180], [-3.469, -5.433, -5.260], [-3.468, -7.062, -4.586], [-3.652, -8.790, -6.783], [-4.440, -8.041, -8.145], [-5.256, -10.663, -6.843], [-4.248, -10.620, -8.372], [-5.943, -10.047, -8.277], [-11.581, -17.827, -0.090], [-10.251, -17.020, 0.117], [-9.947, -16.914, 1.599], [-9.335, -15.623, 2.071], [-10.225, -14.425, 1.703], [-9.113, -18.137, 2.027], [-8.855, -18.338, 3.535], [-11.801, -17.629, -1.139], [-12.303, -17.494, 0.656], [-11.441, -18.874, 0.177], [-9.396, -17.480, -0.378], [-10.321, -16.042, -0.359], [-9.258, -15.612, 3.158], [-8.332, -15.578, 1.647], [-10.457, -14.391, 0.638], [-11.197, -14.645, 2.145], [-9.909, -13.440, 2.046], [-8.216, -18.191, 1.409], [-9.655, -19.033, 1.724], [-9.814, -18.351, 4.054], [-8.235, -17.543, 3.949], [-8.415, -19.323, 3.692], [-16.576, -12.195, -0.636], [-17.490, -12.531, -1.788], [-17.282, -11.755, -3.013], [-18.508, -11.834, -3.753], [-19.482, -10.831, -3.075], [-16.091, -11.891, -3.775], [-15.610, -10.600, -4.424], [-16.713, -12.757, 0.288], [-16.686, -11.140, -0.382], [-15.583, -12.258, -1.082], [-17.584, -13.585, -2.050], [-18.536, -12.389, -1.518], [-18.955, -12.823, -3.857], [-18.255, -11.527, -4.768], [-20.106, -11.270, -2.296], [-20.259, -10.481, -3.754], [-18.937, -9.905, -2.892], [-15.315, -12.290, -3.122], [-16.197, -12.676, -4.524], [-14.691, -10.837, -4.960], [-16.367, -10.325, -5.158], [-15.428, -9.776, -3.734], [-18.793, -7.072, -6.582], [-18.054, -7.002, -7.963], [-18.202, -5.695, -8.598], [-17.167, -5.503, -9.680], [-15.758, -5.646, -9.202], [-19.570, -5.453, -9.042], [-19.750, -4.093, -9.674], [-18.921, -6.088, -6.132], [-18.108, -7.702, -6.015], [-19.764, -7.561, -6.660], [-17.046, -7.397, -7.831], [-18.547, -7.805, -8.510], [-17.206, -6.187, -10.528], [-17.279, -4.442, -9.905], [-15.550, -6.683, -8.936], [-15.140, -5.539, -10.093], [-15.461, -5.003, -8.374], [-20.215, -5.596, -8.174], [-19.955, -6.267, -9.656], [-20.787, -3.763, -9.727], [-19.402, -3.955, -10.698], [-19.253, -3.342, -9.060], [-14.585, -10.004, -8.166], [-14.209, -9.633, -9.626], [-13.078, -10.320, -10.220], [-11.783, -9.764, -9.688], [-10.712, -10.860, -9.966], [-13.056, -10.498, -11.667], [-14.299, -11.154, -12.269], [-15.165, -10.903, -7.961], [-15.136, -9.152, -7.768], [-13.753, -9.953, -7.463], [-15.138, -9.813, -10.167], [-13.972, -8.583, -9.799], [-11.592, -8.758, -10.060], [-11.948, -9.668, -8.615], [-9.983, -10.861, -9.155], [-11.223, -11.816, -10.082], [-10.188, -10.532, -10.864], [-12.248, -11.215, -11.815], [-12.690, -9.664, -12.266], [-15.144, -10.470, -12.350], [-14.596, -11.979, -11.622], [-14.088, -11.496, -13.282], [-8.152, -13.971, -4.220], [-8.104, -14.834, -5.534], [-6.852, -14.691, -6.243], [-5.671, -15.339, -5.663], [-5.798, -16.873, -5.491], [-6.652, -13.335, -6.829], [-7.460, -13.273, -8.218], [-7.379, -14.245, -3.503], [-9.150, -14.064, -3.791], [-7.958, -12.920, -4.434], [-8.252, -15.884, -5.283], [-8.970, -14.469, -6.086], [-4.834, -15.190, -6.344], [-5.504, -14.866, -4.695], [-5.026, -17.281, -4.838], [-6.685, -17.118, -4.908], [-5.909, -17.400, -6.438], [-5.613, -13.121, -7.079], [-7.065, -12.484, -6.288], [-7.236, -14.192, -8.760], [-7.028, -12.394, -8.695], [-8.536, -13.175, -8.078], [-13.132, -14.847, -2.171], [-12.124, -15.526, -3.123], [-12.672, -15.460, -4.515], [-11.989, -16.357, -5.487], [-12.234, -17.818, -5.225], [-12.671, -14.056, -5.041], [-13.943, -13.913, -5.973], [-12.730, -14.811, -1.158], [-14.125, -15.297, -2.160], [-13.345, -13.780, -2.239], [-11.137, -15.077, -3.013], [-11.973, -16.552, -2.786], [-10.912, -16.190, -5.512], [-12.433, -16.304, -6.481], [-13.242, -17.912, -4.822], [-11.573, -18.267, -4.484], [-12.296, -18.469, -6.096], [-12.466, -13.233, -4.357], [-11.827, -13.840, -5.696], [-14.158, -12.898, -6.308], [-14.000, -14.657, -6.767], [-14.832, -14.176, -5.400], [-12.364, -11.010, -2.402], [-11.399, -9.944, -2.890], [-11.494, -10.038, -4.383], [-10.271, -10.688, -4.830], [-10.217, -11.156, -6.266], [-11.716, -8.693, -4.871], [-13.132, -8.139, -4.614], [-13.288, -11.063, -2.977], [-12.650, -10.866, -1.360], [-11.942, -12.012, -2.481], [-11.610, -8.958, -2.475], [-10.409, -10.099, -2.462], [-9.396, -10.075, -4.613], [-10.176, -11.549, -4.168], [-10.346, -10.465, -7.099], [-9.239, -11.611, -6.425], [-10.860, -12.013, -6.469], [-11.564, -8.691, -5.951], [-10.932, -7.974, -4.630], [-13.831, -8.677, -5.254], [-13.227, -7.076, -4.835], [-13.452, -8.313, -3.586], [-9.322, -17.152, -8.176], [-9.588, -16.092, -9.194], [-10.773, -16.426, -9.975], [-11.541, -15.269, -10.445], [-12.416, -14.763, -9.326], [-10.554, -17.420, -11.051], [-11.576, -18.623, -11.011], [-10.137, -17.166, -7.452], [-8.484, -16.842, -7.552], [-9.218, -18.193, -8.482], [-9.727, -15.123, -8.715], [-8.720, -15.936, -9.834], [-10.956, -14.417, -10.791], [-12.263, -15.420, -11.248], [-12.963, -15.618, -8.928], [-11.851, -14.325, -8.504], [-13.194, -14.068, -9.641], [-9.534, -17.806, -11.025], [-10.657, -17.016, -12.058], [-12.599, -18.247, -11.031], [-11.398, -19.261, -10.146], [-11.486, -19.304, -11.857], [-12.083, -5.647, -6.842], [-11.087, -4.601, -7.276], [-11.532, -3.861, -8.507], [-11.814, -4.616, -9.755], [-10.745, -5.737, -10.042], [-12.443, -2.762, -8.239], [-11.843, -1.471, -8.961], [-12.572, -6.240, -7.615], [-12.889, -5.087, -6.367], [-11.487, -6.301, -6.207], [-10.807, -3.901, -6.489], [-10.153, -5.029, -7.641], [-12.797, -5.078, -9.659], [-11.895, -3.875, -10.551], [-9.742, -5.312, -10.063], [-10.750, -6.603, -9.380], [-10.890, -6.253, -10.991], [-12.515, -2.559, -7.171], [-13.429, -2.966, -8.658], [-11.664, -1.636, -10.023], [-10.860, -1.113, -8.654], [-12.387, -0.529, -8.895], [-14.604, -8.564, 0.249], [-14.793, -9.413, 1.585], [-13.462, -9.733, 2.091], [-13.555, -10.759, 3.156], [-13.680, -12.239, 2.699], [-12.799, -8.536, 2.592], [-13.474, -7.768, 3.808], [-13.608, -8.701, -0.172], [-14.587, -7.487, 0.411], [-15.376, -8.738, -0.500], [-15.399, -8.947, 2.362], [-15.203, -10.414, 1.453], [-14.424, -10.547, 3.779], [-12.731, -10.677, 3.864], [-13.144, -12.384, 1.761], [-14.716, -12.495, 2.478], [-13.280, -12.879, 3.486], [-11.793, -8.821, 2.900], [-12.514, -7.946, 1.721], [-14.417, -7.256, 3.617], [-13.675, -8.444, 4.638], [-12.773, -7.005, 4.146], [-6.460, -9.800, -3.094], [-6.606, -9.618, -1.541], [-7.696, -10.523, -1.062], [-8.144, -10.169, 0.319], [-9.010, -8.865, 0.369], [-7.195, -11.922, -1.053], [-8.251, -12.913, -0.845], [-6.378, -10.719, -3.675], [-5.746, -9.043, -3.418], [-7.420, -9.389, -3.403], [-5.670, -9.868, -1.040], [-6.746, -8.547, -1.397], [-8.603, -10.927, 0.954], [-7.266, -9.971, 0.934], [-8.480, -8.123, -0.228], [-9.993, -9.036, -0.069], [-9.194, -8.453, 1.361], [-6.388, -12.083, -0.338], [-6.810, -12.178, -2.040], [-7.805, -13.887, -1.045], [-9.085, -12.826, -1.541], [-8.589, -12.947, 0.190]],
  "max_force_ev_per_a": 3.332,
  "lumo_ha": 0.026,
  "mol_weight_g_mol": 1315.51,
  "orbital_gap_ev": 8.5,
  "relative_energy_kcal_mol": 181.1
}

Record 2
{
  "formula": "C4H14NO3S",
  "method": "wB97M-V/def2-TZVPD",
  "species": ["O", "C", "C", "C", "C", "S", "N", "H", "H", "H", "H", "H", "H", "H", "H", "H", "H", "H", "H", "O", "H", "H", "O"],
  "xyz": [[-2.265, 1.217, 2.151], [-2.158, 0.706, 1.076], [-0.755, 0.474, 0.484], [-0.587, -1.016, 0.151], [-1.321, -1.459, -1.093], [-0.670, -0.466, -2.510], [0.209, 0.820, 1.579], [-2.997, 0.306, 0.471], [-0.591, 1.172, -0.332], [0.397, -1.482, 0.258], [-1.016, -1.694, 0.924], [-2.397, -1.323, -0.981], [-1.097, -2.497, -1.345], [-1.703, -0.485, -3.393], [0.167, 1.778, 1.909], [1.140, 0.753, 1.135], [0.083, 0.202, 2.376], [1.988, 1.377, -1.060], [2.360, 2.694, -0.398], [2.087, 1.795, -0.205], [2.715, -1.520, -0.816], [3.677, -0.611, -0.151], [2.736, -0.741, -0.229]],
  "max_force_ev_per_a": 1.942,
  "lumo_ha": -0.110,
  "charge": 1,
  "mol_weight_g_mol": 156.23,
  "orbital_gap_ev": 9.7
}